This record from the OMol25 dataset describes a molecular structure, C21H24N4OS2Tc. The level of theory is ωB97M-V with the def2-TZVPD basis set.

The geometry in XYZ format:
```
53
Properties=species:S:1:pos:R:3:forces:R:3:mulliken_charge:R:1
Tc 1.67553 -2.86497 -0.46194 0.1 -0.2 0.0 0.609
S -0.19695 -2.07645 -1.58158 -0.1 -0.1 0.0 0.118
C -0.68764 -0.70490 -0.67262 0.3 0.1 0.0 0.639
N -1.68572 0.03680 -1.02547 -0.2 0.1 -0.1 0.105
C -2.03520 1.23984 -0.24745 0.0 -0.1 0.0 -0.659
C -1.82282 0.96225 1.21210 0.0 0.0 0.0 -0.644
N -0.44560 0.47684 1.41576 -0.1 0.1 0.2 0.112
C 0.20730 0.94222 2.66696 0.0 0.0 0.0 -1.442
C 0.45779 2.42606 2.59004 0.0 0.0 0.0 0.837
C 1.31877 2.93837 1.62192 0.0 0.0 0.0 -0.182
C 1.53968 4.30346 1.54413 0.0 0.0 0.0 -0.754
C 0.90585 5.16125 2.43562 0.0 0.0 0.0 -0.451
C 0.05247 4.65385 3.40290 0.0 0.0 0.0 -0.615
C -0.17608 3.28596 3.47795 0.0 0.0 0.0 -0.324
C 0.11596 -0.29399 0.54163 -0.1 -0.1 -0.1 0.628
S 1.72941 -0.85811 0.69082 0.1 0.1 0.1 -0.072
C -2.56128 -0.23313 -2.19891 0.0 0.0 0.0 -1.422
C -3.94698 -0.58510 -1.72441 0.0 0.0 0.0 0.804
C -4.15094 -1.74316 -0.97685 0.0 0.0 0.0 -0.235
C -5.42170 -2.06145 -0.52717 0.0 0.0 0.0 -0.745
C -6.49311 -1.22825 -0.82754 0.0 0.0 0.0 -0.451
C -6.29394 -0.07897 -1.57680 0.0 0.0 0.0 -0.605
C -5.01963 0.24608 -2.02271 0.0 0.0 0.0 -0.330
H -3.08203 1.46132 -0.44297 0.0 0.0 0.0 0.463
H -1.41896 2.07184 -0.59625 0.0 0.0 0.0 0.329
H -2.51713 0.20817 1.59040 0.0 0.0 0.0 0.331
H -1.93479 1.87708 1.79039 0.0 0.0 0.0 0.464
H 1.11787 0.36745 2.80977 0.0 0.0 0.0 0.543
H -0.48378 0.70287 3.47645 0.0 0.0 0.0 0.413
H 1.83298 2.27043 0.93794 0.0 0.0 0.0 0.363
H 2.21447 4.70089 0.79808 0.0 0.0 0.0 0.419
H 1.08464 6.22628 2.37841 0.0 0.0 0.0 0.407
H -0.43417 5.31962 4.10240 0.0 0.0 0.0 0.408
H -0.83667 2.88990 4.24091 0.0 0.0 0.0 0.403
H -2.10800 -1.02296 -2.79043 0.0 0.0 0.0 0.573
H -2.56700 0.68198 -2.79254 0.0 0.0 0.0 0.401
H -3.32186 -2.40990 -0.76226 0.0 0.0 0.0 0.391
H -5.58232 -2.96560 0.04418 0.0 0.0 0.0 0.421
H -7.48625 -1.48259 -0.48319 0.0 0.0 0.0 0.408
H -7.12910 0.56359 -1.81964 0.0 0.0 0.0 0.406
H -4.86690 1.13945 -2.61789 0.0 0.0 0.0 0.402
O 1.30791 -4.11615 0.49538 0.0 0.1 0.0 -0.577
C 6.96538 -2.06331 -0.90108 0.0 0.0 0.0 -0.848
N 5.97764 -2.87095 -1.63959 0.0 0.0 0.0 -0.009
C 6.47189 -3.91559 -2.55756 0.0 0.0 0.0 -0.860
C 4.73018 -2.79318 -1.35792 0.0 0.0 0.0 0.288
N 3.59222 -2.70264 -1.12065 -0.1 0.1 0.1 -0.435
H 7.68467 -1.66909 -1.61543 0.0 0.0 0.0 0.312
H 7.47570 -2.68633 -0.16842 0.0 0.0 0.0 0.331
H 6.46343 -1.23886 -0.40306 0.0 0.0 0.0 0.335
H 7.20345 -3.46401 -3.22380 0.0 0.0 0.0 0.315
H 5.64509 -4.30735 -3.14277 0.0 0.0 0.0 0.348
H 6.93621 -4.71687 -1.98526 0.0 0.0 0.0 0.336
```
Positions in Å, forces in eV/Å.

- ΔE to the lowest compared entry with this formula, charge and spin (kJ/mol) = 0.00
- 2S+1 = 2
- charge = +2
- orbital gap (alpha / beta) (eV) = 6.68 / 6.77
- max |F| (eV/Å) = 0.29